The following is a DFT calculation (ωB97M-V with the def2-TZVPD basis set) of 17 unconnected molecules or ions with the total composition C82H215N17O24 at a distorted geometry.

XYZ file:
```
338
Properties=species:S:1:pos:R:3:forces:R:3
C 7.93958 1.63425 -2.67844 -0.9941 2.0838 0.1815
C 6.68027 1.22068 -1.84859 0.7400 0.9594 -1.0739
C 7.21458 0.55891 -0.63453 -0.1420 0.2544 1.5820
O 8.15994 -0.45295 -0.86467 -0.1046 0.3982 -0.5315
C 8.56315 -0.93321 0.37304 0.0285 -1.3400 0.7109
N 5.78774 2.36763 -1.44011 0.2953 -2.3066 -1.0417
H 8.58996 0.81793 -2.93868 0.1290 -0.3534 0.0146
H 8.48272 2.36895 -2.02276 -0.1232 -0.6787 -0.5961
H 7.66403 2.21127 -3.59763 0.1073 -0.5854 0.6236
H 6.07157 0.53684 -2.44181 -0.0598 -0.1438 0.1056
H 6.39311 0.13526 -0.05981 -0.4111 -0.1403 0.2372
H 7.69867 1.29845 0.04637 -0.3736 0.0229 -0.4962
H 9.20130 -0.25058 0.97621 -0.3141 -0.0530 -0.5112
H 9.11711 -1.85903 0.15489 -0.0488 0.2883 0.4036
H 7.65387 -1.19148 0.97821 0.7681 0.0947 -0.1541
H 5.27442 2.57889 -2.29294 -0.0317 0.5069 0.1974
H 6.37259 3.12853 -1.17570 0.3874 0.8537 0.2712
C -1.88825 3.00213 4.98246 0.7106 -0.5600 0.9728
C -3.04396 2.83348 5.94562 0.5831 -0.3222 1.2873
C -4.20866 2.49979 5.11035 -1.4686 0.5117 0.4258
O -5.36508 2.25339 5.91511 0.9798 -0.7686 -0.1038
C -6.52423 2.55512 5.20980 -0.6092 0.3330 -0.7554
N -2.80558 1.72727 6.94510 0.1275 0.8965 -1.2657
H -2.14383 3.74176 4.23803 0.1904 0.5124 -0.0214
H -1.76886 2.05854 4.45332 0.3597 -0.1752 -0.0535
H -0.95694 3.24037 5.54229 -0.4652 -0.0386 -0.7029
H -3.19120 3.80101 6.46994 -0.2175 -0.3710 -0.1880
H -4.00693 1.67446 4.43829 -0.0439 -0.4157 -0.1772
H -4.42517 3.38432 4.51946 -0.0241 0.1883 -0.4756
H -7.36286 2.14437 5.76510 -0.1642 0.0920 0.0499
H -6.56940 2.15650 4.15833 0.3125 0.1707 0.8495
H -6.58882 3.65489 5.17179 -0.4381 -0.1362 -0.2229
H -3.60135 1.66615 7.57122 0.0572 0.1031 -0.0194
H -1.99224 2.02000 7.46577 0.1424 -0.2537 0.3769
C 4.26743 -3.92038 4.58081 0.7821 -0.3734 -1.0729
C 3.79191 -3.19320 3.31250 0.4883 0.3216 -0.7842
C 4.73512 -2.06672 2.84373 0.9103 -0.6602 -0.2704
O 4.71245 -0.95520 3.67269 -0.2840 0.4664 1.3206
C 5.77536 -0.03854 3.51668 -0.4462 0.4079 0.0351
N 3.68169 -4.11451 2.16366 -0.8947 -0.0242 1.3155
H 5.33634 -4.13796 4.42866 -0.1015 0.0181 0.2493
H 3.78695 -4.89351 4.65341 -0.2812 -0.0409 0.0568
H 4.15270 -3.39468 5.52243 -0.0028 0.1921 -0.1621
H 2.81876 -2.76150 3.47873 -0.5183 0.1702 0.1528
H 4.43573 -1.73830 1.83187 0.1361 -0.3278 0.0606
H 5.78008 -2.49786 2.77632 -0.7403 0.2774 -0.0224
H 5.44443 0.94644 3.89828 0.1919 -0.5657 -0.1432
H 5.98886 0.05763 2.45970 0.2956 0.2341 -0.4150
H 6.69444 -0.32758 4.03861 -0.1347 -0.1911 0.0174
H 4.50929 -4.67003 2.07607 0.3460 -0.1367 -0.4446
H 3.37608 -3.65831 1.31017 0.6150 -0.1786 0.0940
C 0.56333 -7.00681 5.09162 0.5635 0.0770 0.6397
C 0.92480 -7.67478 3.77524 0.0471 -0.4607 1.4502
C 1.21752 -6.64443 2.75702 0.6892 -0.7116 -0.6523
O 0.08155 -5.91460 2.49826 -1.1603 0.3904 0.0650
C 0.27800 -5.05296 1.41665 -0.1761 0.6884 0.2259
N 2.14504 -8.50719 3.95491 -0.8626 0.3681 -0.3884
H 0.36431 -7.74571 5.87972 -0.0858 0.1110 -0.1843
H -0.30441 -6.36796 4.96750 -0.2141 -0.0206 -0.0045
H 1.38739 -6.36964 5.45805 -0.1563 -0.2674 -0.2170
H 0.02561 -8.24430 3.50077 0.2326 -0.1511 -0.3703
H 1.51340 -7.15435 1.83422 0.3337 -0.0569 -0.2607
H 2.04796 -6.02583 3.07879 0.2931 0.3022 0.0525
H 0.55144 -5.62551 0.51388 0.1572 0.3199 0.1213
H 1.04154 -4.30371 1.71322 -0.1464 -0.2843 -0.6042
H -0.67714 -4.54906 1.25490 0.1682 0.0373 -0.1714
H 2.30344 -9.00599 3.08067 0.1072 -0.0640 0.2390
H 1.91689 -9.19418 4.65969 0.2141 -0.2546 0.0718
C -3.56745 -3.02406 3.88169 -0.3406 0.8047 -0.3378
C -3.68575 -1.61710 4.46486 -0.5061 0.6991 0.6699
C -4.90949 -1.55174 5.43842 2.0058 -1.1611 -1.3381
O -6.08920 -1.51628 4.67992 -0.3459 -0.3972 0.4615
C -7.15701 -1.62699 5.59969 -0.4503 0.3490 0.2764
N -2.51307 -1.19205 5.23337 0.4093 -0.6088 0.2961
H -4.58905 -3.36699 3.61487 0.6530 0.0000 0.1350
H -3.10157 -3.66744 4.61064 0.0154 -0.4166 0.3188
H -2.94830 -3.01894 2.98194 -0.0230 -0.0328 0.0116
H -3.86894 -0.88467 3.67277 -0.3295 -0.1111 -0.2892
H -4.78854 -0.66243 6.01955 -0.1909 0.6516 0.7438
H -4.83936 -2.47622 6.06955 -0.2906 0.7205 -0.1589
H -7.08405 -2.61951 6.14436 -0.1754 1.2451 -0.2329
H -8.11549 -1.58580 5.05616 0.4087 -0.0958 0.0709
H -7.11480 -0.71081 6.26921 -0.1734 -1.2724 -0.2089
H -2.56237 -0.25473 5.62371 -0.4131 0.0260 -0.0223
H -1.63897 -1.24434 4.72521 -0.0790 -0.2109 -0.2826
C -3.66551 7.26707 -0.22574 -0.2877 -0.7630 0.2319
C -4.29660 6.81775 -1.53537 0.4148 0.5028 -0.6150
C -3.19047 6.13764 -2.36889 -1.4188 0.5224 0.4872
O -3.79529 5.61744 -3.55081 1.0875 0.1583 1.1120
C -2.80917 5.04404 -4.35713 -0.1901 -0.6068 -0.8413
N -5.46934 6.01662 -1.24039 -0.7478 -0.5203 -0.1393
H -3.58337 6.32945 0.34772 0.3318 0.4708 0.1573
H -4.37006 7.90976 0.28706 0.0324 0.2315 0.2649
H -2.67889 7.74447 -0.30095 -0.3295 -0.1083 -0.1669
H -4.63871 7.71434 -2.09861 0.1497 -0.5122 0.1394
H -2.72097 5.38302 -1.71510 -0.0740 -0.3217 -0.4734
H -2.43625 6.91094 -2.58581 0.0212 -0.2109 -0.3012
H -2.05403 5.75533 -4.68386 0.2153 0.2982 0.0993
H -3.32467 4.68685 -5.23436 -0.1149 -0.1412 -0.4768
H -2.30354 4.16509 -3.93754 -0.0528 0.1352 0.4319
H -5.90282 5.56545 -2.05070 0.4567 0.5837 -0.0732
H -5.33147 5.25007 -0.58164 0.5803 0.3907 -0.0440
C -2.99498 2.73849 -10.58598 0.2623 2.0541 0.0430
C -2.83865 1.45648 -9.83415 -1.1339 -0.3220 0.2118
C -1.89069 1.55748 -8.67006 -0.0441 0.9737 0.1885
O -1.92139 0.31367 -8.02901 0.0758 -0.5592 -0.2293
C -1.17181 0.25026 -6.84296 0.2988 1.1333 0.3120
N -4.16832 1.09742 -9.23678 0.4481 -0.2822 -1.3849
H -3.45845 3.53597 -9.94811 0.3083 -0.7414 -0.3662
H -3.59273 2.69497 -11.49599 -0.2114 -0.4351 0.0923
H -2.03243 3.15681 -10.92627 -0.0915 -0.2798 0.2023
H -2.44310 0.69791 -10.53412 -0.1841 -0.0583 0.3117
H -2.20513 2.39057 -7.98732 -0.0191 -0.6103 -0.2549
H -0.90396 1.86017 -9.05306 0.2161 -0.4189 0.2049
H -1.63055 0.90806 -6.08711 -0.0101 -0.3619 0.0561
H -0.17864 0.66305 -7.02986 0.2810 -0.2658 0.0360
H -1.08395 -0.77108 -6.47510 -0.1832 0.0803 -0.1591
H -3.98835 0.26740 -8.68271 -0.2280 -0.1071 0.0981
H -4.78092 0.81383 -10.01808 0.2491 0.1658 0.6571
C 1.80620 2.63426 -5.47790 0.2120 1.5757 -0.7975
C 2.03010 2.04551 -4.12685 0.0565 -0.8667 0.7021
C 2.57336 0.62982 -4.41579 0.8622 1.5775 0.7754
O 1.51954 -0.03564 -5.03719 0.3846 -0.8228 0.1536
C 1.80853 -1.41831 -5.11416 -1.0349 -0.0513 -1.2660
N 2.91379 2.87350 -3.32221 1.0035 -0.3423 -0.3013
H 2.71642 2.52373 -6.09875 -0.3966 -0.1952 0.2467
H 1.65815 3.71969 -5.43521 -0.2535 -0.0731 0.1676
H 0.95728 2.20456 -5.99221 -0.0563 -0.1643 -0.0519
H 1.11004 1.87101 -3.54078 -0.2019 0.0821 -0.6440
H 2.94104 0.19231 -3.46842 -0.4793 -0.4319 -0.1217
H 3.47670 0.71224 -5.06027 -0.4067 -0.1049 0.0682
H 0.88960 -1.92079 -5.47937 0.5154 0.2088 0.2701
H 2.04696 -1.76142 -4.12913 0.2922 -0.5838 0.6661
H 2.62481 -1.64043 -5.82537 -0.0930 0.1482 0.3115
H 3.03171 2.53162 -2.37147 -0.2589 0.2332 -0.1864
H 2.64137 3.84955 -3.34824 -0.1396 -0.1360 0.2012
C -3.38639 -4.39365 0.46254 1.1984 0.0394 -2.1471
C -4.83574 -4.29383 0.65504 -2.0908 -0.6420 0.1841
C -5.62637 -4.01401 -0.64249 0.0981 -0.1382 0.4687
O -5.27821 -2.75576 -1.13654 0.1388 1.0807 0.9343
C -6.08388 -2.34048 -2.20200 0.5952 -0.5915 -0.6769
N -5.37136 -5.57841 1.21774 -0.1121 1.1698 0.2176
H -3.14223 -3.55440 -0.20254 0.4663 -0.0045 0.2632
H -3.07796 -5.29768 -0.10241 -0.3376 0.2010 0.2913
H -2.79330 -4.35093 1.35243 0.1196 0.0908 0.6192
H -5.02877 -3.41208 1.28001 -0.1019 -0.2242 0.2728
H -6.72159 -4.04366 -0.41858 0.6603 -0.2877 -0.1998
H -5.33050 -4.72340 -1.41925 -0.4127 -0.6070 0.0673
H -6.05547 -3.17541 -2.91485 -0.3121 0.2951 -0.4699
H -5.59991 -1.46686 -2.62884 -0.2144 0.0453 -0.0338
H -7.12678 -2.11535 -1.96984 -0.0111 -0.0042 0.4076
H -6.02720 -5.37177 1.97765 0.2685 -0.2359 -0.3688
H -4.59007 -6.07076 1.62452 -0.0080 -0.1907 0.2108
C 3.15840 0.49940 6.28193 -0.5080 0.6081 0.7449
C 1.87185 -0.15654 5.84378 -0.0525 2.5295 -0.3317
C 1.92846 -1.59929 5.97299 -1.1156 -1.6889 0.0668
O 0.99243 -2.08599 4.99447 -0.1816 -0.9996 0.4908
C 0.58246 -3.42264 5.30003 0.3423 -0.2195 -0.4014
N 0.63797 0.46779 6.45118 0.5725 -1.0298 -0.7000
H 4.02207 0.11976 5.74835 -0.0316 -0.0084 -0.2314
H 3.31333 0.31076 7.34268 0.1574 0.1326 0.2769
H 3.02676 1.57622 6.13222 0.3754 -0.0866 0.1015
H 1.80899 0.08022 4.77085 -0.2079 -0.2529 0.0691
H 1.60613 -1.92868 6.98335 0.1179 0.1327 -0.2784
H 2.92237 -1.99800 5.79888 0.1136 -0.0389 -0.2271
H -0.01204 -3.85327 4.47274 0.3985 0.4036 0.1859
H -0.03605 -3.46299 6.19754 -0.0448 0.1646 0.1633
H 1.47502 -4.05532 5.46527 -0.3485 0.1303 -0.1412
H -0.09122 -0.18257 6.13736 -0.1623 0.5244 0.1273
H 0.63620 0.34639 7.46157 0.2970 0.0149 0.0385
C -0.87910 0.81722 -2.06847 -0.6620 0.3275 -0.0847
O -2.07153 0.57307 -1.30558 0.9690 0.6976 -0.0544
C -2.24228 -0.76519 -0.90591 0.8978 0.1295 0.2029
C -1.02719 -1.21633 -0.06145 -0.3914 -0.4394 0.3239
N -0.84722 -0.30751 1.05274 0.3364 0.9508 -0.2644
C 0.17028 -0.68813 2.03803 -0.5110 -0.1126 -0.1623
C 1.57274 -0.88375 1.53961 0.9918 0.8395 -1.3832
O 1.92150 0.30267 0.78244 -0.3690 -0.2157 0.1783
C 3.27856 0.34685 0.34373 -0.8502 -1.4728 1.1446
H -0.84367 0.14353 -2.93244 0.2038 -0.0392 0.0352
H 0.09349 0.81074 -1.52981 -0.6188 -0.3371 0.1329
H -1.02474 1.83191 -2.43156 0.1038 0.0952 -0.2182
H -2.39470 -1.35464 -1.80452 0.2102 -0.6087 -0.2321
H -3.18185 -0.78957 -0.35850 0.0739 -0.0902 0.3581
H -0.09710 -1.34742 -0.65525 -0.4814 0.0462 -0.0971
H -1.24673 -2.17045 0.41791 -0.0779 -0.3967 -0.3084
H -0.62565 0.62634 0.66672 -0.1031 -0.6687 0.4776
H -0.12093 -1.62195 2.54108 -0.1500 0.2906 0.0438
H 0.18303 0.12883 2.75241 0.0113 -0.0706 0.4370
H 1.69181 -1.76568 0.88211 -0.1832 0.1046 0.0151
H 2.30493 -1.00154 2.33489 -0.1423 0.0034 0.4580
H 3.92116 0.41610 1.24830 0.0366 0.0893 -0.6360
H 3.36791 1.20670 -0.29071 0.3399 0.3127 -0.3397
H 3.46994 -0.61890 -0.18293 0.3811 0.6993 0.0293
C 9.13658 1.61587 3.76832 -0.3816 0.5197 -0.7307
O 7.85940 2.14447 3.47078 -0.4137 -0.2424 0.6561
C 7.84082 2.97627 2.33198 -0.1575 0.1137 1.1293
C 6.39083 3.22335 1.94323 0.8107 0.3328 -1.0833
N 6.43543 4.27210 0.90133 0.0767 -0.1915 0.7578
C 5.14025 4.77445 0.50448 -0.3780 0.0482 -0.0964
C 4.60767 5.93537 1.30694 0.2824 -0.1799 1.0022
O 4.53980 5.60056 2.72687 -0.1766 -0.2122 -1.9559
C 3.90505 6.66754 3.35052 0.8685 1.0608 0.6812
H 9.12790 1.16885 4.76525 -0.0575 -0.0684 -0.3274
H 9.85894 2.42269 3.71857 0.4534 0.2362 0.3109
H 9.40101 0.92927 2.95995 0.2159 -0.4607 0.2991
H 8.42192 2.49392 1.55698 0.0458 0.0140 -0.6140
H 8.33902 3.93560 2.58423 -0.1261 -0.1915 -0.1640
H 5.75102 3.43309 2.79325 0.1196 0.3800 0.3733
H 5.97810 2.34289 1.46522 -0.0648 -0.3595 -0.1560
H 6.99175 5.05666 1.22873 0.0380 -0.1086 0.0683
H 4.39159 3.98661 0.60160 0.1293 -0.2697 -0.2852
H 5.22860 5.05308 -0.55191 -0.4720 0.1634 0.0435
H 3.64637 6.28450 0.92181 -0.3413 -0.3524 0.0981
H 5.23330 6.81716 1.26942 0.6222 0.3119 -0.3160
H 2.83123 6.67091 3.20673 -0.3902 -0.0995 0.0065
H 4.32243 7.62441 2.95045 -0.3637 -0.3542 0.3587
H 4.17444 6.61750 4.40827 -0.3520 0.0517 0.0041
C 7.00871 -7.27855 3.49671 0.2541 0.5611 -0.1636
O 7.16997 -6.07604 2.74007 -0.1360 -0.3446 0.5209
C 8.24222 -6.14272 1.82024 -0.2689 -0.4458 -0.5069
C 8.11734 -4.89934 0.95742 -0.2370 0.9199 1.4589
N 6.85661 -4.89037 0.21335 1.8258 0.6239 -1.2267
C 6.75333 -3.68006 -0.62189 -1.9901 -0.8089 -0.5106
C 5.59138 -3.86894 -1.63099 -0.2627 0.2597 1.1836
O 4.36748 -3.92214 -0.88258 -0.1374 -0.3166 -0.0978
C 3.20693 -4.14602 -1.68584 0.7606 0.1427 -0.2218
H 6.00461 -7.27789 3.90897 -0.0947 0.0084 0.0027
H 7.73192 -7.31346 4.32084 -0.0037 -0.0572 -0.0966
H 7.14693 -8.15404 2.85661 -0.0623 -0.0410 0.0195
H 8.10210 -7.06738 1.24929 0.1240 0.0731 -0.3624
H 9.22069 -6.23084 2.31005 -0.0559 0.3041 0.1431
H 8.98775 -4.70806 0.30109 -0.5223 -0.4159 0.1622
H 8.12455 -4.07272 1.74435 0.1463 -0.4356 -0.8702
H 6.07486 -4.94995 0.82878 -0.3990 -0.0070 0.4104
H 7.63133 -3.47340 -1.22075 0.4867 -0.2567 0.1476
H 6.51296 -2.77353 -0.05162 0.1280 -0.0198 0.0893
H 5.69296 -4.75914 -2.24696 0.1859 -0.3203 0.0654
H 5.54146 -3.01308 -2.28087 0.0747 0.6122 -0.5240
H 2.33413 -4.21707 -1.03726 0.1178 -0.0868 0.1130
H 3.30643 -5.07293 -2.28377 -0.1163 0.3703 0.2222
H 3.06501 -3.28368 -2.35559 -0.0686 -0.2149 -0.0841
C 2.19381 3.30793 3.46916 -0.2044 -0.4204 1.2619
O 1.02864 4.07089 3.22175 0.5587 0.1783 -0.1061
C 0.22596 3.44559 2.28379 -1.3401 -0.1655 -1.4711
C 0.68439 3.63621 0.83699 0.8592 0.2144 0.1027
N 0.67963 5.05717 0.45840 -0.8806 -1.3786 1.5708
C 1.40350 5.41031 -0.69081 -0.1286 0.2265 -1.5802
C 0.48807 5.07161 -1.92745 0.3916 -0.0825 -0.0149
O 1.06495 5.46858 -3.17388 -0.4002 -1.2955 1.0493
C 1.09029 6.83531 -3.38545 0.5223 0.7083 -0.4785
H 2.79526 3.92681 4.13150 0.2559 -0.1836 -0.0901
H 2.76362 3.01916 2.58738 0.0063 0.2286 -0.2082
H 1.90830 2.37057 4.00724 0.1774 0.4808 -0.2833
H -0.78856 3.86579 2.35228 0.2306 -0.1329 0.2720
H 0.18852 2.36385 2.43707 -0.1799 -0.1147 0.3082
H 0.07053 3.02900 0.13959 0.1532 0.2866 0.4312
H 1.71433 3.20428 0.81481 -0.3462 0.2379 -0.4374
H 0.78054 5.65117 1.26854 0.3213 -0.0645 -0.0882
H 2.41044 4.94036 -0.80609 -0.4503 0.0037 0.0770
H 1.56470 6.49717 -0.62890 0.0041 -0.1973 -0.4172
H -0.49839 5.53261 -1.73739 0.4341 0.1606 -0.2215
H 0.26095 3.99110 -2.06284 0.5020 0.4808 0.4314
H 0.68324 7.43475 -2.56760 -0.0143 -0.1107 0.0314
H 0.53169 7.01957 -4.28796 -0.3723 0.4583 -0.3817
H 2.12596 7.12547 -3.57958 0.0012 0.2979 0.1313
C -5.10561 1.69047 -5.94057 -0.8381 -0.2931 0.6702
O -4.00613 1.05224 -5.32303 0.5972 0.3348 -0.7061
C -4.21361 0.47459 -4.06333 0.0617 0.4492 0.6374
C -4.63542 1.42971 -2.92330 0.2992 -1.2465 -0.9177
N -6.04870 1.78053 -2.91644 0.9397 -1.6689 -0.6836
C -6.30418 2.65675 -1.85649 0.4543 1.8510 0.7513
C -7.50093 3.49298 -2.09135 -0.9140 0.4425 0.3507
O -7.35167 4.25766 -3.28240 0.0698 0.0613 0.1671
C -8.40282 5.19904 -3.38087 -0.2998 -0.3755 0.1104
H -5.94865 0.95272 -5.92976 0.2080 0.7137 -0.2103
H -4.86851 1.97132 -6.97874 0.1311 -0.2818 0.4931
H -5.39818 2.60054 -5.36502 0.1061 -0.4215 -0.5222
H -3.23127 0.06172 -3.79180 -0.2058 0.0437 -0.0313
H -4.92379 -0.36076 -4.09780 -0.1308 0.0846 -0.2847
H -3.97109 2.29861 -2.92397 0.0719 0.3028 -0.0472
H -4.35347 0.84871 -2.04029 -0.4075 0.2614 0.2637
H -6.31815 2.16498 -3.80705 -0.0915 0.2637 0.0796
H -5.49655 3.41724 -1.74160 0.0978 -0.4986 0.0775
H -6.40743 2.16334 -0.89040 -0.0350 -0.2407 0.0481
H -7.58755 4.17414 -1.22576 -0.2770 -0.1307 -0.1875
H -8.40398 2.87270 -2.16802 -0.1007 0.1090 0.0299
H -8.32134 5.97555 -2.60850 -0.0222 -0.1164 -0.0555
H -9.36047 4.67001 -3.28385 -0.0432 0.1925 0.1404
H -8.39881 5.65300 -4.36122 0.2954 0.1251 -0.2444
C -2.47555 -3.10298 -6.07158 -0.1849 0.1323 -0.9701
O -1.42983 -3.11465 -5.13899 0.0139 -0.7682 -0.0005
C -1.71671 -3.87518 -3.98006 0.2933 0.8141 0.9672
C -0.37005 -4.27707 -3.34326 -0.5326 0.3357 -0.4965
N 0.23172 -5.43914 -3.95196 0.2350 -0.4068 0.3276
C 0.70983 -5.31989 -5.31676 -0.0490 -0.3647 -0.3104
C 1.74176 -6.41259 -5.60291 -0.0187 -0.2634 1.0059
O 1.90705 -6.63415 -6.96946 0.4397 0.1335 -0.6108
C 2.91266 -7.60771 -7.28959 -1.2839 0.4332 -0.1298
H -3.25248 -2.37831 -5.81077 -0.1118 -0.0507 0.1466
H -2.93548 -4.09259 -6.25311 0.2166 0.2178 0.3605
H -2.04637 -2.78900 -7.03040 -0.0944 0.0332 0.1657
H -2.26060 -4.80280 -4.17594 -0.2106 0.0114 -0.4030
H -2.35299 -3.24446 -3.30984 0.3809 -0.4822 -0.1234
H -0.50387 -4.51394 -2.29042 -0.0844 0.2299 0.2250
H 0.31286 -3.43264 -3.46194 0.0104 0.0393 0.2540
H -0.40596 -6.22132 -3.82270 0.3128 -0.0240 -0.2811
H 1.17367 -4.34236 -5.43225 0.0207 0.0972 -0.0053
H -0.07784 -5.37983 -6.06514 -0.2327 0.0039 -0.2270
H 1.45741 -7.35236 -5.08874 -0.1839 0.1639 -0.1772
H 2.66116 -6.10322 -5.09903 0.4057 -0.0070 -0.1522
H 2.67971 -8.49990 -6.71329 0.3607 -0.3273 0.1132
H 3.92177 -7.24387 -7.10047 0.0627 0.0182 0.1250
H 2.77557 -7.83702 -8.35428 0.2014 0.1115 0.3030
C -5.03009 5.03150 2.09063 -0.2250 0.5051 0.4762
O -4.67623 4.15478 1.03402 1.2612 -0.7244 1.2404
C -3.56679 3.24552 1.36252 -0.2029 1.4620 -0.4114
C -3.94807 1.87835 0.98639 -0.5344 -0.9384 -0.8404
N -5.14470 1.49665 1.69968 -1.0979 0.0809 0.6030
C -5.68652 0.22522 1.27185 0.7238 -0.5209 -1.4289
C -7.00138 -0.08822 1.88034 -0.0754 -0.7002 -0.4971
O -7.93570 0.89128 1.43086 0.3456 -0.7506 0.6885
C -9.17279 0.64157 2.02618 -1.2248 -0.7221 0.2438
H -5.66735 5.76786 1.56778 0.1159 -0.1027 0.7331
H -4.15666 5.58606 2.57564 -0.8390 -0.7748 -0.7414
H -5.60314 4.50477 2.91138 0.5148 0.4577 -0.8595
H -3.29981 3.18801 2.41592 -0.4727 0.6203 0.3458
H -2.68414 3.64387 0.84567 -0.0503 -0.3046 -0.1576
H -3.13384 1.21710 1.26275 0.2346 -0.3323 -0.0491
H -4.14354 1.76894 -0.08572 0.4457 0.1507 -0.2057
H -5.89172 2.15145 1.45989 0.4018 0.2716 0.2296
H -5.00676 -0.59226 1.58387 -0.0834 0.2850 -0.5437
H -5.86558 0.23452 0.13764 0.5957 -0.3882 1.0746
H -6.87594 -0.11766 2.95291 -0.3461 0.2799 0.5711
H -7.28470 -1.14562 1.57470 -0.0684 1.1075 0.0990
H -9.90382 1.27945 1.50467 0.1405 -0.1775 0.4715
H -9.20299 0.80483 3.14619 0.2064 0.0992 -1.0599
H -9.47898 -0.44021 1.86645 0.2426 1.0082 0.0911
```
Forces are in eV/Å.

Computed properties:
- Calculated total energy: -5989.348747 Ha
- Spin multiplicity: 1
- HOMO: -8.2 eV
- Kohn-Sham gap: 8.87 eV
- LUMO level: 0.63 eV